Molecular formula: C3H3N3O2
Method: DFT, wB97M-V/def2-TZVPD

XYZ file:
```
11
C3H3N3O2 (wB97M-V/def2-TZVPD)
C -0.410 0.423 -2.531
C -0.413 0.884 0.112
C -0.908 -0.423 -0.156
N -0.372 0.440 -3.699
N -0.435 0.246 -1.224
N 1.424 -1.214 2.061
O 1.134 -1.700 3.108
O 2.169 -0.378 1.699
H -0.939 1.857 0.123
H 0.585 0.830 0.607
H -1.834 -0.968 -0.098
```

## Properties
Total charge ... 0
Molecular weight ... 113.1 g/mol
Orbital gap (spin up / spin down) ... 0.23346 / 0.36104 hartree
Calculated total energy ... -430.57864 Eh
Energy relative to the best compared isomer or geometry (same formula, charge and spin) ... 214.8 kcal/mol
E_LUMO (spin up / spin down) ... -1.860 / -0.512 eV



Molecular formula: C3H3N3O2
Method: DFT, wB97M-V/def2-TZVPD

XYZ file:
```
11
C3H3N3O2 (wB97M-V/def2-TZVPD)
C -1.041 -2.270 1.176
C -0.418 -2.024 0.017
N -0.186 -0.734 -0.358
N 0.990 -0.318 -0.878
N 1.331 0.931 -0.681
C 0.169 1.530 -0.132
O 0.027 2.780 0.085
O -0.569 0.357 0.495
H -1.439 -3.372 1.397
H -1.582 -1.600 1.573
H 0.154 -2.703 -0.555
```

## Properties
Total charge ... 0
Molecular weight ... 113.1 g/mol
Orbital gap ... 0.32512 hartree
Calculated total energy ... -430.67542 Eh
Energy relative to the best compared isomer or geometry (same formula, charge and spin) ... 154.1 kcal/mol
E_LUMO ... -1.105 eV



Molecular formula: C3H3N3O2
Method: DFT, wB97M-V/def2-TZVPD

XYZ file:
```
11
C3H3N3O2 (wB97M-V/def2-TZVPD)
C -1.568 0.369 -0.038
C -0.564 1.203 0.025
C 0.771 0.759 -0.105
H 1.971 -2.133 0.759
H -2.668 0.554 0.030
H -0.820 2.271 0.258
N 0.753 -0.684 0.005
N -0.317 -1.498 -0.381
N -1.443 -0.968 -0.193
O 2.015 -1.194 -0.032
O 1.870 1.320 -0.328
```

## Properties
Total charge ... 0
Molecular weight ... 113.1 g/mol
Orbital gap ... 0.33746 hartree
Calculated total energy ... -430.69259 Eh
Energy relative to the best compared isomer or geometry (same formula, charge and spin) ... 143.3 kcal/mol
E_LUMO ... -0.733 eV



Molecular formula: C3H3N3O3
Method: DFT, wB97M-V/def2-TZVPD

XYZ file:
```
12
C3H3N3O3 (wB97M-V/def2-TZVPD)
O 2.445 0.585 2.941
C 2.215 0.404 1.815
N 1.755 0.112 0.769
N 1.804 -0.113 -0.520
C 0.712 -0.128 -1.145
C -0.694 0.155 -0.776
O -1.695 -0.087 -1.609
N -1.591 -0.954 -0.469
O -2.542 -0.708 0.501
H 0.919 -0.430 -2.296
H -0.877 0.911 0.060
H -2.451 0.253 0.729
```

## Properties
Total charge ... 0
Molecular weight ... 129.1 g/mol
Orbital gap ... 0.37054 hartree
Calculated total energy ... -505.88748 Eh
Energy relative to the best compared isomer or geometry (same formula, charge and spin) ... 178.9 kcal/mol
E_LUMO ... -0.094 eV



Molecular formula: C3H3N3O3
Method: DFT, wB97M-V/def2-TZVPD

XYZ file:
```
12
C3H3N3O3 (wB97M-V/def2-TZVPD)
N 0.674 -1.261 -0.010
C 0.496 0.063 -0.007
O 1.364 1.038 0.040
N 0.739 2.332 -0.007
C -0.554 2.165 -0.035
C -0.989 0.842 -0.063
N -2.137 0.100 0.001
O -3.190 0.654 -0.027
O -1.966 -1.090 0.043
H -0.288 -1.784 -0.183
H 1.569 -1.649 -0.371
H -1.069 3.040 -0.043
```

## Properties
Total charge ... 0
Molecular weight ... 129.1 g/mol
Orbital gap ... 0.33438 hartree
Calculated total energy ... -505.91813 Eh
Energy relative to the best compared isomer or geometry (same formula, charge and spin) ... 159.7 kcal/mol
E_LUMO ... 0.009 eV



Molecular formula: C3H3N5O
Method: DFT, wB97M-V/def2-TZVPD

XYZ file:
```
12
C3H3N5O (wB97M-V/def2-TZVPD)
O 1.080 -2.372 0.671
N 0.674 -1.594 -0.417
C 0.194 -0.329 -0.150
C -0.263 0.113 1.102
N -1.177 1.043 1.298
N -1.324 1.656 0.083
N -0.215 2.133 -0.427
N -0.203 1.670 -1.722
C 0.079 0.408 -1.465
H 0.725 -1.992 1.384
H 0.186 -0.396 1.932
H 0.242 -0.340 -2.289
```

## Properties
Total charge ... 0
Molecular weight ... 125.1 g/mol
Orbital gap ... 0.29104 hartree
Calculated total energy ... -464.85987 Eh
Energy relative to the best compared isomer or geometry (same formula, charge and spin) ... 151.1 kcal/mol
E_LUMO ... -1.848 eV



Which formula does entry 5 have?
C3H3N3O3